Record 1
{"formula": "C3H4N2O", "method": "ωB97M-V with the def2-TZVPD basis set", "energy_ev": -8195.6148, "total_charge": 0, "e_above_lowest_kcal_mol": 190.7, "max_force_ha_per_bohr": 0.091, "orbital_gap_ev": [7.4, 7.4], "homo_ev": [-8.0, -8.0], "smiles": "[H]/N=C/N1CC1=O", "multiplicity": 1, "elements": ["O", "C", "C", "N", "C", "N", "H", "H", "H", "H"], "positions_angstrom": [[2.113, 1.518, 0.239], [1.177, 0.763, 0.158], [0.843, -0.692, -0.018], [0.003, 0.586, 0.801], [-1.203, 0.560, 0.156], [-1.197, -0.304, -0.809], [0.388, -1.680, 0.122], [1.805, -1.210, -0.145], [-1.918, 1.367, 0.335], [-2.011, -0.910, -0.840]]}

=====

Record 2
{"formula": "C3H4N2O", "method": "ωB97M-V with the def2-TZVPD basis set", "energy_ev": -8199.9195, "total_charge": 0, "e_above_lowest_kcal_mol": 91.5, "max_force_ha_per_bohr": 0.051, "orbital_gap_ev": 8.6, "homo_ev": -8.2, "multiplicity": 1, "elements": ["N", "C", "N", "C", "C", "O", "H", "H", "H", "H"], "positions_angstrom": [[-0.054, -2.099, 0.206], [0.502, -0.891, 0.340], [1.256, -0.025, 0.623], [0.699, 1.486, -0.012], [-0.500, 1.307, -0.653], [-1.133, 0.258, -0.924], [-0.088, -2.590, 1.085], [-0.950, -2.062, -0.257], [1.000, 2.299, 0.629], [-0.731, 2.318, -1.037]]}

=====

Record 3
{"formula": "C3H4N2O", "method": "ωB97M-V with the def2-TZVPD basis set", "energy_ev": -8201.6803, "total_charge": 0, "e_above_lowest_kcal_mol": 50.9, "max_force_ha_per_bohr": 0.150, "orbital_gap_ev": 8.8, "homo_ev": -8.0, "multiplicity": 1, "elements": ["C", "C", "C", "H", "H", "H", "H", "N", "N", "O"], "positions_angstrom": [[-0.414, 0.007, -0.136], [0.530, 1.007, -0.131], [1.493, -0.759, 0.074], [-2.227, -0.924, 0.227], [-2.203, 0.826, 0.208], [0.423, 2.120, 0.158], [2.223, -1.554, -0.289], [-1.742, -0.068, -0.053], [1.785, 0.430, 0.002], [0.131, -1.085, -0.059]]}

=====

Record 4
{"formula": "C3H4N2O", "method": "ωB97M-V with the def2-TZVPD basis set", "energy_ev": -8202.1376, "total_charge": 0, "e_above_lowest_kcal_mol": 40.3, "max_force_ha_per_bohr": 0.017, "orbital_gap_ev": 9.6, "homo_ev": -9.0, "smiles": "C=C=N.N=C=O", "multiplicity": 1, "elements": ["N", "C", "O", "C", "C", "N", "H", "H", "H", "H"], "positions_angstrom": [[-1.531, 1.080, -0.216], [-1.788, 0.152, 0.534], [-1.937, -0.770, 1.233], [1.414, -1.118, 0.415], [1.346, -0.135, -0.453], [1.353, 0.766, -1.284], [-2.195, 1.799, -0.459], [0.461, 1.263, -1.326], [1.753, -0.933, 1.428], [1.153, -2.127, 0.121]]}

=====

Record 5
{"formula": "C3H4N2O", "method": "ωB97M-V with the def2-TZVPD basis set", "energy_ev": -8201.2479, "total_charge": 0, "e_above_lowest_kcal_mol": 60.8, "max_force_ha_per_bohr": 0.041, "orbital_gap_ev": 9.7, "homo_ev": -9.1, "smiles": "Oc1cn[nH]c1", "multiplicity": 1, "elements": ["O", "C", "C", "N", "N", "C", "H", "H", "H", "H"], "positions_angstrom": [[-1.291, 1.501, -0.222], [-0.465, 0.474, 0.075], [0.863, 0.355, -0.130], [1.233, -0.980, 0.075], [0.119, -1.661, 0.568], [-0.859, -0.793, 0.616], [-0.748, 2.159, -0.675], [1.660, 1.042, -0.351], [1.325, -1.048, -0.973], [-1.836, -1.048, 1.015]]}

=====

Record 6
{"formula": "C3H4N2O", "method": "ωB97M-V with the def2-TZVPD basis set", "energy_ev": -8200.5954, "total_charge": 0, "e_above_lowest_kcal_mol": 75.9, "max_force_ha_per_bohr": 0.070, "orbital_gap_ev": 10.2, "homo_ev": -9.9, "smiles": "[H]/N=C/OCC#N", "multiplicity": 1, "elements": ["N", "C", "O", "C", "C", "N", "H", "H", "H", "H"], "positions_angstrom": [[2.276, 0.003, 0.196], [1.027, -0.162, 0.192], [0.294, 0.727, -0.571], [-1.122, 0.700, -0.623], [-1.560, -0.436, 0.212], [-1.058, -1.251, 0.875], [2.672, -0.721, 0.791], [0.446, -1.072, 0.822], [-1.449, 0.571, -1.659], [-1.527, 1.640, -0.236]]}

=====

Record 7
{"formula": "C3H4N2O", "method": "ωB97M-V with the def2-TZVPD basis set", "energy_ev": -8197.4227, "total_charge": 0, "e_above_lowest_kcal_mol": 149.0, "max_force_ha_per_bohr": 0.013, "orbital_gap_ev": [9.3, 9.3], "homo_ev": [-8.9, -8.9], "smiles": "C#[N+][O-].C#CN", "multiplicity": 1, "elements": ["N", "C", "C", "O", "N", "C", "H", "H", "H", "H"], "positions_angstrom": [[1.702, -0.090, -0.522], [0.436, -0.570, -0.291], [-0.445, -1.425, -0.215], [-2.353, -0.186, 0.179], [-1.751, 0.865, 0.158], [-0.657, 1.333, 0.018], [1.912, 0.803, -0.100], [2.427, -0.767, -0.323], [-1.108, -2.258, -0.170], [-0.172, 2.292, -0.015]]}

=====

Record 8
{"formula": "C3H4N2O", "method": "ωB97M-V with the def2-TZVPD basis set", "energy_ev": -8197.8659, "total_charge": 0, "e_above_lowest_kcal_mol": 138.8, "max_force_ha_per_bohr": 0.092, "orbital_gap_ev": [8.3, 8.3], "homo_ev": [-7.7, -7.7], "multiplicity": 1, "elements": ["O", "C", "C", "N", "N", "C", "H", "H", "H", "H"], "positions_angstrom": [[-1.462, 1.587, 0.091], [-0.646, 0.531, -0.239], [0.584, 0.278, 0.455], [0.959, -1.018, 0.495], [0.479, -1.843, -0.367], [-0.631, -0.479, -1.134], [-1.192, 1.898, 0.978], [1.362, 1.019, 0.521], [1.444, -1.293, 1.359], [-0.896, -0.680, -2.159]]}

=====

Record 9
{"formula": "C3H4N2O", "method": "ωB97M-V with the def2-TZVPD basis set", "energy_ev": -8199.9967, "total_charge": 0, "e_above_lowest_kcal_mol": 89.7, "max_force_ha_per_bohr": 0.036, "orbital_gap_ev": 8.0, "homo_ev": -8.0, "multiplicity": 1, "elements": ["N", "C", "N", "C", "C", "O", "H", "H", "H", "H"], "positions_angstrom": [[2.085, 0.130, -0.501], [0.933, 0.789, -0.420], [-0.131, 1.297, -0.421], [-1.514, 0.553, -0.020], [-1.299, -0.788, 0.278], [-0.310, -1.533, 0.160], [2.827, 0.433, 0.121], [1.871, -0.867, -0.414], [-2.144, 1.138, 0.646], [-2.317, -1.152, 0.571]]}

=====

Record 10
{"formula": "C3H4N2O", "method": "ωB97M-V with the def2-TZVPD basis set", "energy_ev": -8202.1850, "total_charge": 0, "e_above_lowest_kcal_mol": 39.2, "max_force_ha_per_bohr": 0.034, "orbital_gap_ev": 10.0, "homo_ev": -9.1, "smiles": "Oc1cc[nH]n1", "multiplicity": 1, "elements": ["O", "C", "N", "N", "C", "C", "H", "H", "H", "H"], "positions_angstrom": [[2.240, -0.014, -0.232], [0.952, -0.222, 0.134], [0.363, -1.383, 0.300], [-0.950, -1.045, 0.241], [-1.169, 0.269, 0.030], [0.059, 0.866, 0.026], [1.973, 0.708, -0.835], [-1.642, -1.764, 0.331], [-2.154, 0.677, -0.128], [0.326, 1.908, 0.133]]}

=====

Record 11
{"formula": "C3H4N2O", "method": "ωB97M-V with the def2-TZVPD basis set", "energy_ev": -8202.7292, "total_charge": 0, "e_above_lowest_kcal_mol": 26.7, "max_force_ha_per_bohr": 0.032, "orbital_gap_ev": 11.1, "homo_ev": -10.4, "smiles": "N#CCC(N)=O", "multiplicity": 1, "elements": ["N", "C", "O", "C", "C", "N", "H", "H", "H", "H"], "positions_angstrom": [[-0.911, 1.137, 0.225], [-0.696, -0.229, 0.184], [-1.527, -1.043, -0.131], [0.815, -0.684, 0.559], [1.177, -0.432, -0.823], [0.956, -0.067, -1.900], [-1.864, 1.392, -0.004], [-0.236, 1.744, -0.228], [1.396, -0.076, 1.273], [0.890, -1.743, 0.846]]}

=====

Record 12
{"formula": "C3H4N2O", "method": "ωB97M-V with the def2-TZVPD basis set", "energy_ev": -8198.2974, "total_charge": 0, "e_above_lowest_kcal_mol": 128.9, "max_force_ha_per_bohr": 0.018, "orbital_gap_ev": 9.9, "homo_ev": -9.2, "smiles": "C#[N+][O-].C#CN", "multiplicity": 1, "elements": ["N", "C", "C", "O", "N", "C", "H", "H", "H", "H"], "positions_angstrom": [[1.735, -0.018, -0.196], [0.756, -0.965, -0.283], [-0.142, -1.768, -0.314], [-2.996, 0.430, 0.199], [-1.957, 1.035, 0.191], [-0.978, 1.658, 0.171], [1.867, 0.502, -1.054], [2.621, -0.391, 0.125], [-0.945, -2.470, -0.336], [0.037, 1.983, 0.208]]}